[1]
{
  "formula": "C21H20F5OPt",
  "method": "ωB97M-V/def2-TZVPD",
  "symbols": ["C", "H", "C", "H", "C", "O", "C", "H", "C", "H", "H", "F", "H", "C", "C", "H", "C", "H", "H", "H", "C", "C", "F", "C", "Pt", "F", "H", "H", "H", "C", "H", "H", "C", "C", "H", "C", "F", "C", "C", "C", "C", "F", "H", "C", "H", "C", "H", "H"],
  "positions_angstrom": [[0.520, -0.180, 2.815], [-1.422, 2.554, 3.025], [-0.692, 1.790, 2.756], [-3.017, 2.266, 0.279], [-2.933, 0.157, 1.027], [0.463, 0.983, -1.017], [2.013, 1.703, -2.506], [0.994, -1.074, 3.215], [-2.325, -1.014, 0.512], [2.260, -0.032, -1.170], [-1.258, 0.132, 4.147], [-0.979, -2.583, 2.904], [-0.331, 1.446, -3.918], [0.854, -5.227, 1.216], [-1.642, -0.639, -0.737], [-1.022, 3.036, -3.509], [0.096, -4.524, 2.148], [1.450, 4.437, -1.859], [2.230, 0.646, 1.577], [2.814, 2.148, -1.919], [1.039, -3.194, -0.068], [-0.614, 0.506, 3.349], [-0.383, -5.163, 3.240], [-1.864, 0.799, -0.898], [-0.022, -0.454, 0.587], [1.124, -6.531, 1.390], [0.460, 2.932, -4.477], [-2.463, -2.033, 0.860], [-3.600, 0.184, 1.887], [0.738, 2.496, -2.397], [2.346, 1.511, -3.515], [-0.313, 4.188, -1.689], [1.323, -4.550, 0.098], [0.372, 1.967, 1.852], [0.797, 3.486, -0.492], [0.671, 3.709, -1.563], [2.045, -5.196, -0.833], [-2.632, 1.254, 0.190], [1.183, 0.738, 1.848], [-0.085, 2.475, -3.634], [1.513, 0.450, -1.819], [1.470, -2.603, -1.217], [0.658, 2.886, 1.349], [0.314, -2.466, 0.876], [1.100, -0.279, -2.546], [-0.178, -3.171, 1.966], [-1.682, 1.366, -1.800], [-1.391, -1.334, -1.529]],
  "nbo_charge": [-0.35, 0.20, -0.34, 0.21, -0.14, -0.83, -0.50, 0.23, -0.32, 0.16, 0.21, -0.34, 0.20, 0.24, -0.43, 0.20, 0.24, 0.18, 0.23, 0.19, 0.34, -0.19, -0.32, -0.08, 0.99, -0.31, 0.18, 0.23, 0.20, 0.16, 0.19, 0.19, 0.23, -0.17, 0.22, -0.66, -0.31, -0.36, -0.46, -0.67, -0.05, -0.33, 0.21, -0.42, 0.14, 0.33, 0.22, 0.24],
  "largest_force_ev_per_a": 3.0,
  "homo_ev": [-2.372, -4.449],
  "charge": -1,
  "energy_ha": -1505.822516,
  "multiplicity": 5
}

=====

[2]
{
  "formula": "C3HF5O2RhS4",
  "method": "ωB97M-V/def2-TZVPD",
  "symbols": ["O", "S", "S", "F", "H", "Rh", "C", "O", "C", "F", "S", "C", "F", "S", "F", "F"],
  "positions_angstrom": [[-0.955, -0.786, 1.115], [0.781, 2.393, 0.926], [1.844, 1.349, -2.274], [-3.598, -0.904, -1.200], [2.139, -2.001, 0.615], [0.960, 0.364, -0.288], [2.282, -0.928, 0.794], [-1.037, -0.225, -1.044], [-2.985, -1.193, -0.044], [-3.733, -0.667, 0.942], [1.420, 3.917, -0.199], [-1.523, -0.684, 0.028], [2.149, -0.753, 2.157], [1.656, 3.335, -2.152], [-3.025, -2.533, 0.100], [3.624, -0.683, 0.524]],
  "nbo_charge": [-0.66, -0.29, -0.32, -0.32, 0.10, 0.78, 0.25, -0.71, 0.88, -0.33, 0.04, 0.66, -0.38, 0.04, -0.33, -0.40],
  "largest_force_ev_per_a": 0.3,
  "homo_ev": [-4.274, -5.154],
  "charge": -1,
  "energy_ha": -2468.117023,
  "multiplicity": 5,
  "de_lowest_kcal_mol": 0.7
}

=====

[3]
{
  "formula": "C10H16O",
  "method": "ωB97M-V/def2-TZVPD",
  "symbols": ["C", "C", "C", "O", "H", "H", "H", "H", "H", "H", "C", "C", "H", "H", "H", "C", "C", "H", "H", "H", "H", "H", "C", "H", "C", "H", "C"],
  "positions_angstrom": [[-0.016, 1.304, -1.342], [1.990, 0.151, 0.223], [0.053, 1.583, 0.032], [0.807, -0.163, -3.097], [1.371, 0.028, 2.768], [-1.655, -2.633, 0.356], [2.789, -0.179, 0.891], [2.230, 2.306, 3.065], [-0.676, 1.991, 0.725], [-2.289, -2.298, -2.660], [0.946, 0.866, 0.854], [0.725, 0.835, 2.308], [0.479, 2.933, 2.952], [-0.853, 1.800, -1.776], [-0.329, 0.680, 2.481], [-1.564, -2.169, -0.585], [1.913, -0.181, -1.111], [0.926, 1.754, 4.148], [2.507, -0.910, -1.640], [-0.698, -2.515, -1.155], [-3.349, -3.120, -1.256], [0.273, 0.298, -3.753], [-2.727, -2.280, -1.645], [-3.467, -1.476, -1.596], [0.867, 0.366, -1.843], [-1.411, -1.049, -0.448], [1.158, 2.078, 3.101]],
  "nbo_charge": [-0.31, -0.17, -0.19, -0.69, 0.21, 0.21, 0.21, 0.21, 0.21, 0.21, -0.04, -0.42, 0.20, 0.22, 0.21, -0.62, -0.27, 0.20, 0.23, 0.21, 0.21, 0.49, -0.62, 0.20, 0.30, 0.20, -0.60],
  "largest_force_ev_per_a": 4.2,
  "homo_ev": -8.161,
  "energy_ha": -465.817367,
  "smiles": "CCc1ccc(O)cc1.CC",
  "de_lowest_kcal_mol": 50.5
}

=====

[4]
{
  "formula": "C3H11O5",
  "method": "ωB97M-V/def2-TZVPD",
  "symbols": ["O", "H", "C", "O", "H", "H", "H", "H", "O", "H", "O", "H", "H", "H", "C", "H", "H", "C", "O"],
  "positions_angstrom": [[-0.557, -2.449, -2.708], [1.044, 2.495, -1.215], [1.901, -0.088, 0.034], [2.988, -0.425, -0.443], [-0.033, -0.390, -0.852], [-1.871, -0.614, 2.602], [-2.783, -1.522, 1.766], [0.344, -2.400, -2.378], [-2.486, -1.408, 2.670], [0.246, 2.121, 0.257], [-0.698, 0.491, 2.127], [-0.876, -1.562, -2.534], [0.194, 0.168, 1.663], [1.031, 0.255, -2.024], [0.345, 1.780, -0.768], [-0.659, 2.000, -1.153], [-0.479, 1.266, 2.656], [0.781, 0.338, -0.962], [1.568, -0.057, 1.263]],
  "nbo_charge": [-0.94, 0.19, 0.78, -0.73, 0.19, 0.51, 0.45, 0.48, -1.00, 0.22, -1.05, 0.47, 0.51, 0.19, -0.60, 0.19, 0.46, -0.52, -0.79],
  "largest_force_ev_per_a": 1.2,
  "homo_ev": -5.093,
  "charge": -1,
  "energy_ha": -497.193352,
  "de_lowest_kcal_mol": 7.8
}

=====

[5]
{
  "formula": "C2H2N2O3",
  "method": "ωB97M-V/def2-TZVPD",
  "symbols": ["H", "N", "C", "O", "O", "O", "H", "N", "C"],
  "positions_angstrom": [[-1.259, -1.053, 0.849], [1.126, 0.363, 0.251], [1.594, -0.544, 0.901], [1.645, -1.556, 1.493], [1.491, 1.246, -0.727], [-2.037, 0.223, -1.873], [1.482, 2.159, -0.452], [-2.017, -0.626, 0.350], [-2.026, -0.212, -0.790]],
  "nbo_charge": [0.43, -0.28, 0.79, -0.50, -0.50, -0.51, 0.49, -0.79, 0.87],
  "largest_force_ev_per_a": 2.0,
  "homo_ev": -10.694,
  "energy_ha": -412.558695,
  "smiles": "O=C=NO.N=C=O",
  "de_lowest_kcal_mol": 57.9
}

=====

[6]
{
  "formula": "C13H31NOSi",
  "method": "ωB97M-V/def2-TZVPD",
  "symbols": ["H", "H", "H", "H", "C", "C", "C", "C", "H", "H", "C", "H", "H", "H", "N", "H", "H", "H", "H", "C", "C", "Si", "C", "C", "H", "H", "C", "H", "H", "H", "C", "C", "H", "H", "H", "C", "H", "H", "H", "H", "H", "H", "H", "H", "H", "O", "H"],
  "positions_angstrom": [[-1.156, -0.746, 0.408], [-1.247, 4.145, -0.124], [1.333, 3.629, 2.533], [2.894, 3.731, 1.503], [1.827, -2.430, -2.916], [2.343, 2.120, -1.213], [1.171, -1.124, -0.444], [-1.091, 3.313, -0.804], [2.617, 0.415, 1.235], [-0.595, -2.431, 2.338], [0.575, -2.846, -2.176], [-2.406, 2.322, -2.330], [-0.579, 3.737, -1.683], [1.763, 1.463, -1.862], [0.835, -0.621, 0.941], [-0.097, -2.777, -0.088], [1.374, 4.631, 1.068], [0.408, -3.931, -2.351], [-0.329, -2.309, -2.520], [1.758, 3.714, 1.512], [-3.056, -2.719, 1.324], [1.299, 2.272, 0.342], [1.583, 0.652, 1.298], [-0.592, -0.456, 1.312], [-0.726, 0.611, 1.486], [-4.053, -3.026, 1.456], [-2.644, -1.756, 2.436], [2.181, -1.451, -2.716], [3.209, 1.528, -0.970], [-2.888, -2.241, 3.403], [0.776, -2.572, -0.651], [-1.128, -1.431, 2.430], [1.598, -2.442, -3.957], [-2.986, -2.223, 0.297], [-3.201, 3.553, -1.463], [-2.384, 2.840, -1.311], [2.632, -3.205, -2.743], [-3.254, -0.906, 2.308], [-2.776, 2.063, -0.635], [-2.313, -3.555, 1.279], [1.296, 0.815, 2.358], [1.638, -3.182, -0.267], [2.592, 3.083, -1.543], [0.608, -0.480, -1.132], [-0.804, -1.133, 3.441], [-0.249, 2.280, -0.240], [2.243, -0.922, -0.567]],
  "nbo_charge": [0.18, 0.17, 0.25, 0.24, -0.61, -1.14, -0.21, -0.05, 0.21, 0.20, -0.39, 0.21, 0.17, 0.25, -0.45, 0.21, 0.24, 0.20, 0.20, -1.14, -0.60, 1.87, -0.68, -0.23, 0.20, 0.21, -0.40, 0.20, 0.23, 0.20, -0.41, -0.41, 0.21, 0.19, 0.22, -0.64, 0.20, 0.20, 0.22, 0.20, 0.22, 0.20, 0.23, 0.16, 0.20, -0.92, 0.20],
  "largest_force_ev_per_a": 3.8,
  "homo_ev": -7.536,
  "energy_ha": -933.402458,
  "smiles": "CCCCN(CCCC)C[Si](C)(C)OCC"
}